P | 19
Properties=species:S:1:pos:R:3:nbo_charge:R:1 method="wB97M-V/def2-TZVPD" multiplicity=2 homo_lumo_gap_ev="8.9 / 4.8" charge=+1 lumo_ev="-4.67 / -8.85"
O -3.7057 2.7753 2.5635 -0.944
O -2.6387 -0.0181 -1.9962 -0.960
C 2.4249 0.3868 -1.8346 -0.676
C 1.5070 -0.1485 -0.7573 0.037
C 1.8771 -0.6808 0.3407 -0.183
C 0.8961 -1.0285 1.4201 -0.068
C -0.0855 -1.9794 1.5970 -0.099
H -3.3486 0.2682 -2.5946 0.492
H -3.5520 2.0386 1.9542 0.469
H -2.8917 3.3048 2.6907 0.475
H 3.4333 0.3272 -1.4044 0.236
H 1.2741 -0.4346 2.2942 0.240
H -0.5500 -2.2825 2.5661 0.249
H 0.3961 -0.0439 -0.8788 0.225
H -0.6321 -2.4898 0.8076 0.226
H 2.3493 1.4287 -2.1025 0.276
H 2.1966 -0.2435 -2.7848 0.281
H -1.8604 -0.4601 -2.5906 0.469
H 2.9104 -0.7201 0.7096 0.256



Q | 19
Properties=species:S:1:pos:R:3:nbo_charge:R:1 method="wB97M-V/def2-TZVPD" multiplicity=2 homo_lumo_gap_ev="10.2 / 6.4" charge=+1 lumo_ev="-4.58 / -8.47"
O 0.4334 2.1990 1.8529 -0.591
O 2.1042 1.0197 -2.9355 -0.942
C 0.2273 0.9213 2.4991 -0.132
C -1.8473 -1.5801 -0.7779 -0.594
C -0.3530 -1.1272 -0.7774 -0.541
C -0.3262 0.2439 1.2265 0.035
C 0.2658 -0.7791 0.5029 0.101
H -0.1606 -0.3729 -1.5525 0.309
H -1.8788 -2.5540 -1.2564 0.255
H 1.2934 0.5587 2.7505 0.222
H -2.5054 -0.7689 -1.1760 0.240
H 1.5409 1.6959 -3.3332 0.478
H 2.5706 1.4631 -2.2202 0.466
H -1.0658 0.9296 0.8061 0.243
H 1.2424 2.1148 1.3192 0.487
H 0.1579 -1.9200 -1.3121 0.259
H -0.5028 1.0052 3.2700 0.244
H -2.2713 -1.6712 0.2115 0.220
H 1.0752 -1.3778 0.9025 0.240



It turns out Q is the most stable, with the second structure 18.7 kcal/mol higher.



P | 14
Properties=species:S:1:pos:R:3:nbo_charge:R:1 method="wB97M-V/def2-TZVPD" homo_lumo_gap_ev="6.1 / 6.9" lumo_ev="-1.16 / -0.38"
P -2.1943 0.8376 0.8535 0.398
N -1.9104 -1.6020 -0.4847 -0.350
N -2.5399 -0.5603 0.1443 -0.648
C -0.6492 -1.4946 -0.6973 -0.152
C 1.3403 1.4674 0.4332 -0.595
C 1.5560 0.0568 -0.1246 -0.539
C 0.3791 -0.6903 -0.4113 0.116
H -3.5237 -0.6816 0.3263 0.411
H 2.2019 -0.5460 0.5528 0.227
H 0.7274 1.3679 1.4024 0.223
H -0.3792 -2.3590 -1.1887 0.229
H 2.2296 2.0931 0.7554 0.221
H 0.7044 2.0314 -0.4100 0.221
H 2.0579 0.0797 -1.1513 0.239



Q | 14
Properties=species:S:1:pos:R:3:nbo_charge:R:1 method="wB97M-V/def2-TZVPD" homo_lumo_gap_ev="6.9 / 6.9" lumo_ev="-0.21 / -0.24"
P 1.6389 2.6577 -1.5351 0.310
N 0.3811 1.7889 -2.1716 -1.105
N 0.8151 -0.0523 1.3682 -0.498
C -0.4925 -0.2192 1.6677 -0.062
C -0.0754 -1.3283 -0.2599 -0.308
C 1.0598 -0.6347 0.1274 -0.086
C -1.0928 -0.9662 0.6841 -0.316
H -0.0802 1.1057 -1.5590 0.406
H 0.2211 1.6842 -3.1638 0.390
H -0.8578 0.1484 2.5327 0.199
H -0.1540 -1.9224 -1.0680 0.215
H -2.1026 -1.3793 0.5479 0.225
H 1.2785 0.6221 1.9086 0.413
H 2.0961 -0.5342 -0.1287 0.216



R | 14
Properties=species:S:1:pos:R:3:nbo_charge:R:1 method="wB97M-V/def2-TZVPD" homo_lumo_gap_ev=8.1 lumo_ev=-0.50
P 1.5709 -1.0224 2.0625 0.174
N -1.0257 1.3197 -1.1765 -0.449
N 0.3251 1.7625 0.5620 -0.600
C -0.5795 0.1158 -0.6635 -0.011
C -0.4901 2.2356 -0.3962 0.175
C -0.7971 -1.2822 -1.1722 -0.625
C 0.2455 0.3840 0.3695 0.079
H 1.0084 2.1909 1.1941 0.435
H 2.1972 -1.9227 1.1418 -0.016
H -0.0089 -1.5203 -1.8714 0.219
H 0.7910 -2.1351 2.4354 -0.021
H -0.7802 3.3523 -0.4693 0.198
H -1.8318 -1.4923 -1.5855 0.224
H -0.6247 -1.9858 -0.4306 0.218



It turns out Q is the most stable, with the second structure 16.5 kcal/mol higher.



P | 12
Properties=species:S:1:pos:R:3:nbo_charge:R:1 method="wB97M-V/def2-TZVPD" multiplicity=3 homo_lumo_gap_ev="6.7 / 8.9" lumo_ev="1.05 / -0.46"
O -0.1584 1.0788 -0.8622 -0.516
N -1.9349 -0.3595 -0.1893 -0.469
N -2.1591 0.2524 0.9225 -0.363
C 0.8849 0.9625 0.0545 0.130
C 1.0013 -0.1636 0.7915 -0.507
C -0.9722 -0.0129 -1.0541 0.246
H 0.2359 -0.8632 0.7376 0.205
H -1.4926 1.0244 0.9621 0.305
H 1.3701 1.9001 0.2681 0.201
H -2.5660 -1.1271 -0.3359 0.392
H -0.9159 -0.4544 -1.9620 0.162
H 1.8422 -0.3382 1.4016 0.213



Q | 12
Properties=species:S:1:pos:R:3:nbo_charge:R:1 method="wB97M-V/def2-TZVPD" multiplicity=3 homo_lumo_gap_ev="5.6 / 6.6" lumo_ev="1.12 / -2.32"
O 1.4543 -0.2405 1.7803 -0.713
N -0.7685 -1.5552 -0.4035 -0.546
N 0.3090 -0.6847 -0.2972 -0.067
C 0.3613 0.1091 0.9779 0.215
C 0.4244 1.3774 0.2186 -0.418
C 0.1560 0.8181 -0.9635 -0.250
H 0.1080 1.0021 -2.0096 0.209
H -1.5421 -1.4396 0.2192 0.370
H 1.9721 -0.8559 1.3218 0.477
H -1.0794 -1.5452 -1.3589 0.371
H -0.5710 -0.2046 1.4424 0.118
H 0.6386 2.3127 0.7123 0.235



It turns out P is the most stable, with the second structure 40.2 kcal/mol higher.



P | 16
Properties=species:S:1:pos:R:3:nbo_charge:R:1 method="wB97M-V/def2-TZVPD" multiplicity=2 homo_lumo_gap_ev="3.3 / 7.7" charge=-1 lumo_ev="3.90 / 3.65"
O 1.6441 1.9826 -1.2521 -0.748
O -3.3588 0.7486 0.9735 -0.982
O -1.0959 -1.0041 0.1959 -0.860
N 0.7044 -1.9298 1.2637 -0.942
C 0.8923 -0.3971 -0.9183 -0.491
C 1.0157 1.0067 -0.3645 -0.131
C 0.1675 -1.2536 0.0972 0.306
H -0.0394 -2.3335 1.7923 0.386
H 1.8786 -0.8118 -1.1804 0.183
H -3.4783 1.6146 0.5891 0.437
H -0.0295 1.2347 -0.1847 0.165
H 0.2172 -0.2763 -1.8802 0.199
H -2.4312 0.5191 0.7626 0.506
H 0.8352 2.4427 -1.3671 0.454
H 1.4754 -2.4669 0.9060 0.355
H 1.6026 0.9240 0.5669 0.160



Q | 16
Properties=species:S:1:pos:R:3:nbo_charge:R:1 method="wB97M-V/def2-TZVPD" multiplicity=2 homo_lumo_gap_ev="2.8 / 6.5" charge=-1 lumo_ev="3.60 / 3.54"
O 1.8148 -0.2267 0.9170 -0.799
O 4.4855 1.6096 2.9801 -0.953
O -3.1746 0.2828 -0.7259 -0.743
N -1.0939 -0.9069 -1.1507 -0.667
C -0.3423 -0.0869 -0.1129 -0.342
C 1.2077 -0.1816 -0.1344 -0.033
C -2.2559 -0.2648 -1.6967 0.084
H -3.3634 -0.5300 -0.1530 0.446
H 1.8177 -0.5609 -0.9522 0.067
H -2.7684 -0.9849 -2.2922 0.137
H 3.5493 1.8862 3.0377 0.476
H -1.2964 -1.8434 -0.7735 0.324
H -0.6805 -0.3641 0.9163 0.173
H -1.9115 0.5499 -2.3204 0.159
H -0.3795 0.9647 -0.5369 0.196
H 4.3914 0.6571 2.9978 0.474



It turns out P is the most stable, with the second structure 21.7 kcal/mol higher.



P | 13
Properties=species:S:1:pos:R:3:nbo_charge:R:1 method="wB97M-V/def2-TZVPD" homo_lumo_gap_ev="8.5 / 8.4" lumo_ev="0.10 / 0.12"
Br 2.3160 0.4633 -0.0213 0.019
O -0.3757 1.2418 -0.6205 -0.531
C 1.0157 -2.5738 -0.3180 -0.484
C -1.2300 2.1726 -0.0854 -0.246
C 0.3861 0.4754 0.1896 0.059
C -0.0714 -1.9845 0.1354 -0.131
H -1.0118 -2.3546 0.0787 0.166
H 0.2153 0.7597 1.2482 0.167
H -0.9840 2.5110 0.9655 0.175
H 0.9945 -3.6803 -0.3823 0.209
H -2.2340 1.9591 -0.1661 0.186
H 2.0238 -2.1100 -0.3953 0.219
H -1.0445 3.1203 -0.6283 0.192



Q | 13
Properties=species:S:1:pos:R:3:nbo_charge:R:1 method="wB97M-V/def2-TZVPD" homo_lumo_gap_ev=9.4 lumo_ev=0.76
Br -2.6869 -0.1236 -0.3039 0.030
O -0.2551 -1.9208 0.6136 -0.677
C -1.1397 0.7601 0.2913 -0.162
C 1.2403 -0.5845 -0.6678 -0.672
C -0.8916 2.0425 0.3159 -0.549
C 0.4434 -0.7724 0.6572 0.258
H 0.1376 2.2306 0.5744 0.225
H 0.7302 -1.0795 -1.4142 0.214
H -1.5897 2.5459 -0.2314 0.213
H 2.2155 -1.1046 -0.5715 0.215
H 0.8686 -0.4854 1.5922 0.194
H 1.6152 0.4606 -0.6445 0.232
H -0.6877 -1.9691 -0.2113 0.479



It turns out Q is the most stable, with the second structure 34.5 kcal/mol higher.



P | 21
Properties=species:S:1:pos:R:3:nbo_charge:R:1 method="wB97M-V/def2-TZVPD" homo_lumo_gap_ev=10.0 lumo_ev=0.92
Si 0.2286 0.3962 0.0196 2.152
O 1.3839 1.5907 -0.2597 -0.880
O -1.3776 0.7534 0.2033 -0.916
C 0.5005 -1.9237 -0.9821 -0.171
C 0.8789 -1.9700 0.3367 -0.207
C 0.7856 -0.8102 1.2503 -1.012
C 0.8946 2.9041 -0.0396 -0.253
C 0.2210 -0.6486 -1.6217 -0.936
C -2.2532 -0.3205 0.4797 -0.252
H -0.0475 -0.7882 1.9907 0.242
H 0.7023 -2.8156 -1.6122 0.203
H -3.1767 -0.2946 -0.0978 0.194
H -0.7739 -0.6286 -2.0395 0.233
H 0.2177 3.2963 -0.7957 0.173
H 1.6754 -0.5173 1.7760 0.260
H -2.4407 -0.1453 1.5572 0.180
H 0.2560 2.8095 0.8276 0.166
H 1.0340 -0.3457 -2.2882 0.247
H 1.7878 3.6221 0.0523 0.190
H 1.1539 -2.9293 0.8593 0.206
H -1.6506 -1.2347 0.3838 0.181



Q | 21
Properties=species:S:1:pos:R:3:nbo_charge:R:1 method="wB97M-V/def2-TZVPD" homo_lumo_gap_ev=10.0 smiles=C[Si](C)(C)O[C@]12C[C@@H]1O2 lumo_ev=0.89
Si 0.2833 -0.4662 1.0175 1.846
O 0.0343 1.6649 -1.3941 -0.497
O -0.2979 -0.8740 -0.4885 -0.895
C 2.0216 0.2979 0.8508 -1.146
C -0.2862 0.3047 -1.6727 0.514
C -1.0152 0.8626 1.7186 -1.095
C 0.2531 -2.2697 1.5825 -1.153
C -1.2226 1.2710 -2.0591 -0.035
C -0.7203 0.3896 -3.1456 -0.408
H 2.6818 -0.1126 0.0806 0.247
H -1.9399 1.9358 -1.7895 0.229
H -0.3832 -2.8846 0.7819 0.265
H 1.2659 -2.7002 1.3182 0.243
H -0.8345 1.7903 1.1918 0.240
H -2.0516 0.5480 1.4913 0.234
H 0.0268 0.6747 -3.8575 0.217
H 0.0282 -2.6674 2.5869 0.244
H -1.4886 -0.3667 -3.3731 0.234
H 2.5729 0.2725 1.8038 0.236
H -1.0024 1.0011 2.8083 0.230
H 2.0745 1.3281 0.5477 0.251



It turns out P is the most stable, with the second structure 91.9 kcal/mol higher.